No. 1
Here is a 2-piece molecular cluster, C4H8N3 overall in a non-equilibrium geometry from OMol25. Energies are from ωB97M-V/def2-TZVPD.

XYZ file:
```
15
Properties=species:S:1:pos:R:3:forces:R:3
C 1.798 -0.968 -0.620 -1.7 -0.4 1.4
C 0.045 -0.315 0.580 -0.8 0.8 -0.1
C -2.155 0.892 1.393 1.7 -4.9 1.2
C 0.085 0.611 -1.800 2.5 0.9 3.1
N 1.928 -1.457 0.582 1.6 -1.4 -0.1
N 0.841 -1.115 1.304 0.2 1.9 -3.1
N 0.647 -0.247 -0.660 -3.5 0.4 0.7
H 2.263 -1.245 -1.535 1.1 0.0 -0.1
H -2.237 0.515 0.373 -0.7 1.0 0.2
H -2.436 0.135 2.247 0.2 1.4 -2.0
H -1.712 1.745 1.824 0.3 1.5 -0.4
H -0.941 0.623 -2.032 -1.3 -1.1 0.1
H 0.291 1.587 -1.303 0.0 -0.1 -1.5
H 0.691 0.373 -2.637 0.4 0.3 -0.8
H 0.894 -1.136 2.284 -0.1 -0.5 1.4
```
Positions in Å, forces in eV/Å.

Output
HOMO energy (alpha / beta) = -14.6 / -14.6 eV
ΔE to the lowest compared entry with this formula, charge and spin = 148.6 kcal per mole
E_LUMO (alpha / beta) = -6.34 / -6.34 eV
Strongest force on any atom = 0.1032 hartree/bohr
Net charge = +1
Energy = -321.0545 Eh
HOMO-LUMO gap (alpha / beta) = 8.29 / 8.29 eV

natural (NBO) atomic charge list, values in e, 2 entries: C 0.1815; C 0.2877

No. 2
Here is an isolated ion of composition C4H8N3 and charge +1 in a non-equilibrium geometry from OMol25. Energies are from ωB97M-V/def2-TZVPD.

XYZ file:
```
15
Properties=species:S:1:pos:R:3:forces:R:3
C -0.642 -1.287 -0.169 -1.5 3.8 -2.0
C 0.321 -0.346 1.613 -0.2 2.4 3.1
C 0.890 0.698 0.588 -1.8 2.6 2.5
C -0.246 -0.306 -1.212 4.2 -2.7 -0.6
N -0.688 -1.170 1.105 -1.3 -2.4 -2.9
N -1.583 -0.719 -1.473 0.1 -2.7 1.4
N 0.007 1.003 -0.572 -3.4 0.3 -1.5
H 1.245 -0.853 2.006 -1.2 0.2 -0.1
H -0.264 0.156 2.557 1.8 -0.9 -2.1
H 1.073 1.680 1.115 0.4 -1.3 -0.6
H 1.701 0.170 0.274 2.8 -0.4 -1.7
H 0.667 -0.464 -1.901 -1.8 -0.3 0.7
H -1.676 -1.419 -2.276 0.4 1.3 1.4
H -1.013 1.123 -0.306 1.2 1.0 0.4
H 0.210 1.732 -1.349 0.2 -1.1 2.1
```
Positions in Å, forces in eV/Å.

Output
HOMO energy = -14.1 eV
ΔE to the lowest compared entry with this formula, charge and spin = 156.6 kcal per mole
E_LUMO = -5.01 eV
Strongest force on any atom = 0.0982 hartree/bohr
Net charge = +1
SMILES = C1C[NH2+][C@@H]2NC2=N1
Energy = -321.0417 Eh
HOMO-LUMO gap = 9.13 eV

natural (NBO) atomic charge list, values in e, 2 entries: C 0.4043; C -0.2618

No. 3
Here is an isolated ion of composition C4H8N3 and charge +1 in a non-equilibrium geometry from OMol25. Energies are from ωB97M-V/def2-TZVPD.

XYZ file:
```
15
Properties=species:S:1:pos:R:3:forces:R:3
C 0.054 -0.739 0.564 -2.0 -1.8 1.3
C 1.270 1.268 0.432 1.4 2.6 0.2
C -1.218 -0.646 -1.276 0.8 0.3 0.4
C -0.574 0.798 -1.061 -3.8 -1.8 0.0
N -0.964 -1.285 0.002 2.0 -0.3 0.7
N 0.314 0.547 0.013 2.8 0.6 0.1
N 0.690 -1.093 1.749 -1.5 0.1 -0.5
H 1.469 2.313 -0.060 -0.4 -2.2 1.0
H 1.893 0.950 1.325 -0.9 0.4 -1.4
H -2.283 -0.585 -1.418 -0.3 0.1 -0.4
H -0.768 -1.325 -2.009 -0.1 0.5 -0.3
H -0.419 1.487 -1.847 1.5 0.3 -0.9
H -1.477 1.216 -0.627 0.0 0.6 0.7
H 0.358 -1.887 2.279 -0.7 -0.1 -0.5
H 1.654 -1.019 1.934 1.2 0.5 -0.5
```
Positions in Å, forces in eV/Å.

Output
HOMO energy = -14.1 eV
ΔE to the lowest compared entry with this formula, charge and spin = 75.4 kcal per mole
E_LUMO = -5.42 eV
Strongest force on any atom = 0.0812 hartree/bohr
Net charge = +1
SMILES = C=[N+]1CCN=C1N
Energy = -321.1711 Eh
HOMO-LUMO gap = 8.67 eV

natural (NBO) atomic charge list, values in e, 2 entries: C 0.5262; C 0.0931

No. 4
Here is a 2-piece molecular cluster, C4H8N3 overall in a non-equilibrium geometry from OMol25. Energies are from ωB97M-V/def2-TZVPD.

XYZ file:
```
15
Properties=species:S:1:pos:R:3:forces:R:3
C -3.833 0.621 0.001 0.3 -0.7 0.1
C -2.588 -1.081 0.086 -0.3 0.8 -0.1
C 2.222 0.211 0.301 -0.4 0.5 0.2
C 1.345 -0.620 -0.442 -0.3 0.3 0.2
N -3.862 -0.684 0.158 -1.2 -0.3 0.2
N -2.562 1.003 -0.160 0.1 0.3 -0.1
N -1.766 -0.076 -0.107 1.7 0.0 -0.2
H -4.684 1.269 0.003 -0.1 0.3 0.0
H -2.282 -2.103 0.173 0.2 -0.2 0.0
H 2.481 1.145 -0.203 0.0 -0.1 -0.1
H 3.181 -0.346 0.312 0.1 -0.3 -0.1
H 1.941 0.343 1.346 0.0 -0.1 0.0
H 0.672 -1.314 0.040 0.0 -0.2 0.1
H 1.323 -0.590 -1.522 0.0 0.0 -0.2
H -2.181 1.928 -0.310 -0.1 -0.3 0.0
```
Positions in Å, forces in eV/Å.

Output
HOMO energy = -13.7 eV
ΔE to the lowest compared entry with this formula, charge and spin = 109.4 kcal per mole
E_LUMO = -7.48 eV
Strongest force on any atom = 0.0340 hartree/bohr
Net charge = +1
Energy = -321.1170 Eh
HOMO-LUMO gap = 6.19 eV

natural (NBO) atomic charge list, values in e, 2 entries: C 0.1935; C 0.1461